ORCA calculation (ωB97M-V/def2-TZVPD) on a 5-piece molecular cluster, C52H76ClN6O2 overall at a distorted geometry.

The charge is +1. The orbital gap comes out at 7.681 eV. The HOMO energy is -10.2 eV. Its multiplicity is 1.

The geometry in XYZ format:
```
137
C52H76ClN6O2 ωB97M-V/def2-TZVPD
C 5.729 4.654 2.165
C 6.325 3.786 0.883
C 5.592 2.315 0.942
C 4.535 2.256 -0.310
C 3.145 1.392 0.035
C 3.558 -0.228 0.093
C 2.742 -1.029 1.314
O 1.330 -0.718 1.281
C 0.479 -1.568 0.462
C 0.233 -0.717 -0.958
C -0.793 0.548 -0.806
C -0.222 1.836 0.024
C -1.533 2.852 0.245
N -2.169 2.463 1.575
C -1.777 3.458 2.681
C -3.680 2.538 1.530
C -4.493 1.399 2.443
O -4.342 3.496 0.827
C -0.920 -1.700 1.360
C -2.056 -2.689 0.788
N -3.411 -2.183 1.329
N -2.217 -2.795 -0.702
N -1.873 -4.064 1.465
C 1.126 -3.049 0.069
Cl 2.026 -3.073 -1.552
N 1.944 -3.454 1.281
C 2.151 -4.933 1.472
N 2.093 -5.797 0.247
C 3.182 -2.587 1.514
C 4.543 -3.065 0.759
C 5.879 -2.539 1.623
C 7.039 -1.546 1.032
C 8.312 -1.103 1.998
C 8.529 -1.640 3.554
C 7.385 -2.662 4.137
C 7.390 -3.312 5.676
C 6.115 -3.079 3.189
H 5.610 3.874 3.055
H 4.694 5.104 1.835
H 6.500 5.510 2.410
H 6.051 4.329 -0.144
H 7.494 3.707 0.926
H 6.433 1.513 0.719
H 5.060 2.070 1.955
H 4.159 3.341 -0.621
H 5.039 1.812 -1.293
H 2.606 1.762 1.004
H 2.470 1.526 -0.940
H 4.719 -0.238 0.236
H 3.330 -0.643 -0.971
H 3.157 -0.461 2.285
H -0.252 -1.419 -1.794
H 1.225 -0.310 -1.426
H -1.861 0.269 -0.373
H -1.008 0.936 -1.915
H 0.539 2.485 -0.628
H 0.173 1.611 1.102
H -2.284 2.824 -0.659
H -1.071 3.938 0.421
H -2.105 4.534 2.286
H -2.438 3.179 3.632
H -0.635 3.443 2.933
H -5.236 0.818 1.749
H -5.029 2.013 3.307
H -3.710 0.687 2.945
H -0.562 -2.138 2.412
H -1.378 -0.633 1.638
H -3.880 -2.942 1.881
H -4.009 -1.825 0.553
H -2.299 -1.867 -1.175
H -1.519 -3.423 -1.157
H -2.166 -4.831 0.790
H -0.885 -4.197 1.776
H 0.290 -3.896 -0.036
H 1.319 -3.185 2.104
H 3.192 -5.161 2.012
H 1.330 -5.355 2.229
H 1.154 -6.277 0.279
H 2.795 -6.575 0.277
H 3.401 -2.731 2.681
H 4.710 -4.247 0.723
H 4.617 -2.743 -0.389
H 6.947 -1.150 -0.066
H 9.110 -0.366 1.519
H 9.441 -1.303 4.236
H 6.349 -3.849 5.905
H 7.465 -2.445 6.492
H 8.287 -4.067 5.841
H 5.303 -3.835 3.628
C 0.757 -5.154 5.447
C 0.469 -6.345 6.114
C 1.476 -7.022 6.800
C 2.771 -6.504 6.828
C 3.058 -5.312 6.164
C 2.053 -4.639 5.470
H -0.028 -4.628 4.910
H -0.542 -6.745 6.098
H 1.252 -7.953 7.314
H 3.555 -7.029 7.366
H 4.067 -4.907 6.187
H 2.279 -3.713 4.949
C -3.859 1.568 -3.219
C -3.938 2.154 -4.482
C -4.011 1.351 -5.620
C -4.014 -0.038 -5.495
C -3.938 -0.624 -4.231
C -3.856 0.179 -3.093
H -3.798 2.194 -2.332
H -3.942 3.236 -4.580
H -4.066 1.808 -6.605
H -4.076 -0.664 -6.381
H -3.943 -1.707 -4.133
H -3.792 -0.278 -2.110
C -3.406 6.334 -4.971
C -3.459 7.308 -5.968
C -3.993 8.566 -5.687
C -4.465 8.852 -4.406
C -4.409 7.880 -3.409
C -3.884 6.619 -3.691
H -2.993 5.353 -5.191
H -3.085 7.087 -6.964
H -4.040 9.322 -6.466
H -4.877 9.834 -4.186
H -4.776 8.104 -2.410
H -3.845 5.860 -2.916
C -8.588 0.113 -5.778
C -9.614 0.717 -6.504
C -9.465 2.023 -6.968
C -8.284 2.723 -6.715
C -7.257 2.117 -5.992
C -7.410 0.814 -5.520
H -8.706 -0.904 -5.413
H -10.531 0.170 -6.707
H -10.267 2.496 -7.528
H -8.166 3.739 -7.081
H -6.336 2.662 -5.797
H -6.611 0.345 -4.952
```

---

ORCA calculation (ωB97M-V/def2-TZVPD) on C18H27FeN3S2 as an isolated structure at a distorted geometry.

The charge is +3. The orbital gap (alpha / beta) comes out at 8.617 / 4.008 eV. The HOMO energy (alpha / beta) is -18.6 / -18.1 eV. Its multiplicity is 6.

The geometry in XYZ format:
```
51
C18H27FeN3S2 ωB97M-V/def2-TZVPD
Fe -0.018 0.102 -0.440
S -0.409 2.468 -0.673
S -0.502 -2.269 -0.500
C -2.254 2.733 -0.563
C -0.205 2.561 -2.500
C -0.794 1.338 -3.193
N -0.179 0.111 -2.663
C -0.799 -1.155 -3.104
C -0.252 -2.343 -2.309
H 0.875 2.653 -2.646
H -0.667 3.487 -2.857
H -0.638 1.455 -4.276
H -1.876 1.291 -3.010
H -0.636 -1.345 -4.179
H -1.883 -1.059 -2.946
H 0.826 -2.467 -2.439
H -0.748 -3.267 -2.607
C -2.321 -2.424 -0.480
H 0.828 0.105 -2.885
H -2.841 -1.613 -0.997
H -2.608 -2.435 0.576
H -2.555 -3.396 -0.931
H -2.460 2.810 0.511
H -2.784 1.876 -0.999
H -2.538 3.668 -1.066
C 3.609 0.464 -1.779
C 4.221 0.668 -0.600
H 3.002 1.206 -2.323
H 3.726 -0.525 -2.285
H 4.067 1.564 0.005
H 4.926 -0.079 -0.167
C -3.205 0.292 3.043
C -2.393 0.177 4.177
C -1.024 0.091 3.986
C -0.487 0.118 2.679
N -1.288 0.228 1.576
C -2.615 0.330 1.773
C 0.933 -0.200 2.469
C 1.814 -0.550 3.517
C 3.090 -1.006 3.207
C 3.450 -1.141 1.869
C 2.516 -0.863 0.889
N 1.315 -0.335 1.169
H -4.272 0.372 3.153
H -2.778 0.118 5.188
H -0.364 -0.075 4.818
H -3.257 0.456 0.909
H 1.487 -0.549 4.552
H 3.778 -1.282 3.998
H 4.454 -1.404 1.524
H 2.732 -0.961 -0.171
```

---

ORCA calculation (ωB97M-V/def2-TZVPD) on C36H50IrN2O2PSeSi3 as an isolated structure.

The relative energy (zero: lowest compared OMol25 entry of this formula, charge and spin) is 39.0 kcal per mole. The orbital gap comes out at 6.333 eV. The HOMO energy is -6.6 eV. Its multiplicity is 1.

The geometry in XYZ format:
```
96
C36H50IrN2O2PSeSi3 ωB97M-V/def2-TZVPD
Ir 0.007 -0.762 0.076
C -3.220 1.117 0.047
Si -1.945 0.129 1.080
C -1.626 1.276 2.539
C -3.079 -1.252 1.711
C -4.264 -1.001 2.412
C -5.100 -2.036 2.795
C -4.768 -3.349 2.471
C -3.602 -3.608 1.771
C -2.747 -2.569 1.386
Si -1.100 -2.861 0.510
C -0.280 -4.217 1.546
C -1.561 -3.775 -1.114
H -3.811 1.692 0.767
H -3.912 0.440 -0.459
H -2.833 1.824 -0.685
H -2.561 1.556 3.033
H -1.113 2.195 2.243
H -0.998 0.760 3.258
H -4.540 0.019 2.664
H -6.010 -1.827 3.346
H -5.418 -4.162 2.772
H -3.349 -4.637 1.531
H -0.778 -5.173 1.353
H -0.382 -3.983 2.605
H 0.784 -4.329 1.336
H -2.214 -4.612 -0.851
H -0.710 -4.214 -1.652
H -2.109 -3.142 -1.815
O 1.850 -3.171 -0.675
N 1.821 -1.780 -0.826
C 2.986 -1.358 -1.095
C 3.416 0.013 -1.391
C 4.731 0.062 -1.879
C 5.303 1.237 -2.320
C 4.556 2.404 -2.282
C 3.267 2.373 -1.781
C 2.669 1.201 -1.318
P 0.980 1.349 -0.571
C 0.090 2.134 -1.965
C -0.959 3.018 -1.725
C -1.672 3.575 -2.776
C -1.351 3.252 -4.086
C -0.314 2.364 -4.339
C 0.402 1.812 -3.286
C 1.303 2.750 0.566
C 1.288 4.096 0.193
C 1.615 5.083 1.108
C 1.976 4.740 2.404
C 2.003 3.407 2.780
C 1.659 2.418 1.869
H 1.035 -3.459 -1.111
H 3.765 -2.112 -1.180
H 5.306 -0.855 -1.915
H 6.318 1.241 -2.693
H 4.976 3.339 -2.630
H 2.709 3.298 -1.742
H -1.223 3.275 -0.707
H -2.481 4.264 -2.568
H -1.901 3.695 -4.907
H -0.055 2.104 -5.358
H 1.212 1.125 -3.496
H 1.009 4.386 -0.812
H 1.589 6.123 0.806
H 2.230 5.512 3.119
H 2.285 3.132 3.788
H 1.661 1.373 2.155
C 1.741 -2.045 5.278
Si 1.721 -0.495 4.226
C 0.629 0.765 5.087
C 3.473 0.191 4.164
Se 1.263 -1.331 2.149
H 2.160 -1.831 6.265
H 2.342 -2.827 4.811
H 0.729 -2.433 5.405
H 1.101 1.027 6.039
H -0.357 0.351 5.307
H 0.486 1.681 4.516
H 3.820 0.480 5.160
H 3.548 1.060 3.509
H 4.150 -0.570 3.772
C -1.776 -1.807 -5.254
N -0.936 -1.666 -4.073
C 0.374 -2.299 -4.067
C -1.324 -0.944 -3.007
C -2.642 -0.239 -3.080
O -0.571 -0.850 -2.033
H -1.357 -2.588 -5.883
H -1.820 -0.882 -5.834
H -2.789 -2.103 -4.986
H 0.740 -2.369 -5.090
H 0.324 -3.305 -3.643
H 1.065 -1.703 -3.477
H -2.691 0.386 -3.973
H -2.748 0.382 -2.200
H -3.466 -0.954 -3.115
```

---

What are the electronic energy values for these records? In order: -2965.29615; -2925.38192; -5377.50599 Ha.